The following is a quantum chemistry calculation of the molecule C5H6 at a distorted geometry, from the Open Molecules 2025 dataset.

Energy = -5278.11151 eV
Strongest force on any atom = 4.87 eV/Å
HOMO = -9.48 eV
Relative energy (zero: lowest compared OMol25 entry of this formula, charge and spin) = 297.9 kJ/mol
Structure (SMILES) = C#CC1CC1

```
! RIJCOSX wB97M-V def2-TZVPD def2/J DEFGRID3
* xyz 0 1
C -0.02197 -0.00029 0.45396
C 1.07849 0.73613 -0.22422
C -1.39439 -0.03709 0.04916
H 0.70549 -1.14036 -1.10969
H 1.00779 1.42515 -0.96440
C 1.09407 -0.73688 -0.24186
H 0.12627 -0.15026 1.75683
H 1.80742 -1.37896 0.43664
H 1.72707 1.27278 0.40807
C -2.55786 -0.07762 -0.23229
H -3.57238 0.08741 -0.33220
*
```